Record 1
Entry from OMol25: C15H35ClFeN5O5 as an isolated structure in a non-equilibrium geometry (the ωB97M-V functional and the def2-TZVPD basis).

Summary:
Highest occupied orbital energy (alpha / beta) (eV): -11.59 / -11.59
Net charge: +1
Expectation value of S²: 6.035
Calculated total energy (eV): -80710.3378
Spin multiplicity: 5

```
62
C15H35ClFeN5O5 (the ωB97M-V functional and the def2-TZVPD basis)
H -5.37281 2.95702 0.34088
H -2.56328 3.48954 -2.20342
H -4.62899 5.82927 -1.59919
H 3.77829 -2.80595 2.26990
Cl 1.06158 3.44057 2.45786
H -3.47744 -0.24381 6.64978
H -2.15584 -1.41123 6.75175
H -4.92870 4.59297 0.92503
O 2.09415 2.09412 -2.18591
H -0.87018 -6.12394 -1.17522
O -1.10013 -0.56150 3.18146
N 5.20246 -2.58184 0.84565
H -3.60750 -1.99132 6.18229
H -4.51960 -1.19447 3.91829
H 5.73073 -4.22631 2.11286
H -2.46810 -4.89551 0.53053
H 1.49023 4.38198 -2.77207
C 4.10778 -2.09090 1.50027
H 6.13088 -4.36339 0.41455
H -1.96257 -3.20739 0.89755
H -4.31781 4.54643 -2.80798
H -2.42822 -5.71718 -1.73423
C 6.03987 -3.65475 1.23772
C -3.00196 -1.08571 6.14657
H -1.10828 -5.26375 -2.79260
C -1.39833 -5.36043 -1.74636
H 5.60398 -2.66683 -1.20562
H 4.50286 3.79249 -5.13430
H 3.19995 1.33317 -3.70429
O -2.31153 2.31476 -0.52726
H -3.80897 3.25793 1.20269
C -1.36868 -0.79440 4.37093
C 2.04970 4.58051 -3.68623
C -0.64396 -3.10585 -1.50039
H 3.72174 2.26714 -5.60628
O 3.47845 -1.07840 1.10454
H 7.04223 -3.33790 1.52579
C -2.88419 3.19627 -1.19188
C 3.54615 3.28523 -5.25877
N -3.96416 3.92257 -0.79857
C 2.67739 2.20383 -3.27875
O -0.37194 -2.09284 -0.87136
H 6.78707 -1.69510 -0.33015
H -5.73566 4.57725 -1.82789
N -1.28740 -4.14825 -0.95767
H -3.56177 -0.14534 2.84923
H -0.63944 -1.09482 5.13913
H 1.24127 4.77118 -4.39205
H 2.59643 5.50706 -3.51106
C 5.74240 -2.00551 -0.35030
N 2.74660 3.35934 -4.02388
C -4.55416 3.65560 0.51375
C -3.77287 -0.40104 3.88757
H -4.28565 0.45188 4.33220
C -4.66118 4.75754 -1.79525
C -1.66063 -4.16548 0.47447
N -2.64667 -0.76168 4.76226
H 2.96301 3.88721 -5.95567
Fe 0.62376 0.94320 0.60481
H -0.42557 -3.34176 -2.55341
H 5.24376 -1.11721 -0.73809
H -0.90858 -4.66429 1.08581
```

Record 2
Entry from OMol25: C15H35IrN4O3SSi2Te as an isolated structure in a non-equilibrium geometry (the ωB97M-V functional and the def2-TZVPD basis).

Summary:
Highest occupied orbital energy (alpha / beta) (eV): -13.20 / -14.51
Net charge: +2
Expectation value of S²: 6.023
Calculated total energy (eV): -64928.0969
Spin multiplicity: 5

```
62
C15H35IrN4O3SSi2Te (the ωB97M-V functional and the def2-TZVPD basis)
H -0.47835 0.71693 -2.35139
C -2.56223 -2.44451 1.72400
H 4.00904 1.23745 2.92062
H 0.02599 -3.86268 -0.97222
N 1.68192 -3.95277 0.22997
O -3.01622 -3.56608 2.07669
H 2.96386 2.76380 -1.49265
H -2.46783 4.93462 -0.91512
H 4.45486 0.28250 1.48060
H -3.02563 0.39525 1.74830
C 2.73753 -3.08047 0.12272
C -0.34087 1.63986 -1.72740
H -0.57315 4.15983 -3.79326
O -3.23061 -0.05888 0.90220
Si -1.75096 2.84782 -2.00183
C -1.59023 3.76104 -3.64050
N 0.29817 -3.66717 0.00139
C 3.75439 2.18590 -0.95982
C 4.17206 4.23470 1.10984
C -1.77174 4.12711 -0.65406
C 1.19258 -6.38131 0.47478
H 0.34369 -6.16047 1.14128
C -4.27369 -1.96042 -0.07587
H -4.19925 2.44060 -1.81159
H -2.34838 4.57873 -3.62917
C -3.29175 1.81103 -2.06104
H 1.69446 -7.25305 0.92781
H -1.83801 3.08173 -4.47736
H 3.59827 1.11220 -1.15917
H -4.72068 -1.05491 3.04105
H -0.23749 -4.29000 0.66586
O -1.32311 -2.14887 1.75929
Ir 0.33472 -1.62237 0.59925
N 3.47941 -5.23694 0.41165
H -3.57508 -1.85145 -0.95587
H 0.60750 2.11695 -2.08652
Te 0.29325 0.77425 0.25427
C -4.93064 -1.26134 1.99852
H 3.51894 4.98332 0.59927
H -5.56169 -0.44053 1.56574
C 2.15031 -5.24099 0.40610
H 1.54650 1.96474 2.29883
H 1.19829 3.16382 0.96897
H 5.16862 4.34894 0.59391
C 1.71356 2.23094 1.23781
H 4.30759 4.53087 2.14661
S 2.37388 -1.41065 -0.20051
H 4.76136 -3.56435 0.12117
H -3.37189 1.38125 -3.10423
N 3.79858 -3.87851 0.22281
H 5.52605 1.62535 2.08668
C 4.49830 1.28698 1.94239
H -1.98474 3.72082 0.32685
H -4.50446 -3.00569 0.02784
Si 3.57184 2.46596 0.83828
H -3.24979 0.98386 -1.28837
H -5.20653 -1.41733 -0.30456
C -3.65460 -1.41200 1.16661
H 4.74985 2.53925 -1.32431
H 0.87428 -6.68804 -0.55609
H -5.50365 -2.19754 1.95127
H -0.81638 4.68094 -0.54833
```

Record 3
Entry from OMol25: a 2-piece molecular cluster, C15H35N2O2P overall in a non-equilibrium geometry (the ωB97M-V functional and the def2-TZVPD basis).

Summary:
Highest occupied orbital energy (eV): -6.17
Calculated total energy (eV): -32481.9243

```
55
C15H35N2O2P (the ωB97M-V functional and the def2-TZVPD basis)
C 1.42515 -3.23278 -1.05113
H -3.83038 5.01167 -0.43461
C -1.37961 2.96523 -0.42796
H 1.56461 -3.68706 1.65351
C -0.84849 -1.46859 -0.33568
H 1.65627 -0.17109 -0.15310
H 4.27528 -3.82385 0.44855
H 2.82656 -2.48602 1.82370
C 2.31256 -3.11587 1.11104
H 4.33812 -1.59427 0.18222
H -2.07560 1.37871 0.68193
H 2.90507 1.84852 1.16820
C 2.75778 1.04043 1.88577
H 2.40033 -1.09468 -1.42481
C 3.22110 -4.06143 0.31935
C 2.78329 -3.90114 -1.14293
H 0.38788 -1.12883 1.41218
H 0.16506 -0.20517 -1.81379
H -0.16187 -2.78715 1.18591
H -2.77965 2.89808 1.15970
H -1.52880 0.17223 -1.54544
C 3.68045 -0.72360 0.24669
C -4.59871 4.40092 -0.91105
H 2.89747 1.45262 2.88378
H 0.64544 -3.94394 -0.78038
H 0.36744 3.64357 -0.52269
P -3.99226 1.85368 -0.76553
H 4.75674 0.27339 1.79300
H -1.46685 3.17896 -1.48948
H 3.48390 -3.26304 -1.68380
H 2.73139 -4.84796 -1.67473
O -3.94343 3.37142 -1.59171
C -2.47672 2.31267 0.30593
H -6.52814 3.87883 0.00071
C 2.30831 -1.01623 -0.34404
H -5.18360 1.46435 -1.49542
H -5.26429 4.42421 1.10700
C 0.20613 -1.90284 0.66631
H 3.60837 -0.85426 2.43462
C 3.74236 -0.10429 1.65148
C -5.46828 3.79173 0.23776
H -3.11958 1.24562 -1.76178
H 3.08508 -5.08325 0.66856
H -1.04122 -2.25514 -1.06848
H -5.25346 4.99577 -1.53838
N 1.56390 -2.27218 0.10295
H 1.71769 0.71808 1.82070
C -0.61100 -0.14147 -1.04703
H 1.13488 -2.69066 -1.94575
H -0.34790 0.64405 -0.33716
O -5.07574 2.49709 0.49016
H -4.04375 0.53708 -0.11208
N -0.27707 3.22470 0.15022
H -1.77342 -1.37807 0.23959
H 4.12115 0.01120 -0.43257
```

Record 4
Entry from OMol25: a 5-piece molecular cluster, C15H35N5O5 overall in a non-equilibrium geometry (the ωB97M-V functional and the def2-TZVPD basis).

Summary:
Highest occupied orbital energy (eV): -8.73
Calculated total energy (eV): -33811.9466
SMILES: CNC(C)=O.CNC(C)=O.CNC(C)=O.CNC(C)=O.CNC(C)=O

```
60
C15H35N5O5 (the ωB97M-V functional and the def2-TZVPD basis)
O -9.76957 -6.53874 -31.01679
H -10.70939 -0.51970 -37.79731
H -15.02680 -9.84718 -36.41564
C -10.11864 -0.48290 -38.71118
H -7.72814 -11.09220 -40.01656
C -8.84768 -11.12544 -36.22036
H -9.72315 -11.74157 -36.41130
H -9.78890 -4.84484 -38.23632
H -10.30406 -3.36405 -41.76579
H -7.34754 -10.99617 -37.80413
H -9.05381 -0.39250 -38.55717
H -9.36643 -6.92741 -28.31785
O -12.31725 -9.64696 -34.83206
C -13.49311 -9.46462 -35.12043
H -12.35580 -8.41181 -31.97751
H -14.07824 -10.91476 -37.98736
H -11.54371 -3.94737 -40.62596
C -10.74047 -6.85801 -35.74106
N -10.07723 -5.74832 -37.87620
N -11.74544 -7.29542 -30.26167
H -10.01102 -4.65868 -40.53358
C -10.16031 -6.27714 -28.68450
H -7.74175 -9.28711 -39.81283
C -12.35461 -7.39220 -31.58005
C -9.10177 -10.47096 -38.57328
H -9.75770 -5.26603 -28.64772
O -10.29269 -10.21211 -38.43669
C -10.41946 -5.62823 -36.55583
H -9.00149 -10.16404 -40.72048
H -10.43445 0.41536 -39.25440
H -8.10711 -11.64970 -35.61963
N -14.04861 -9.96067 -36.23680
O -8.86378 -2.97653 -39.14077
O -10.37224 -4.53843 -36.01175
H -11.09358 -7.01409 -39.20531
H -9.82107 -7.25117 -35.29765
C -10.48502 -3.70056 -40.74866
H -12.57540 -9.99695 -37.69509
H -13.99175 -7.74255 -33.83672
H -15.43156 -8.56154 -34.52900
C -10.53781 -6.69996 -30.08359
C -9.89791 -2.72321 -39.73773
C -14.39184 -8.67804 -34.21253
H -11.52073 -1.53964 -39.90565
H -13.40786 -7.12220 -31.46984
H -9.10560 -10.23883 -35.64298
H -9.87930 -7.76201 -38.06950
C -10.12191 -6.91888 -38.72295
H -12.81072 -11.62509 -37.01448
H -11.33111 -6.54420 -34.87995
C -13.29835 -10.68290 -37.25577
H -11.26534 -7.72294 -36.14591
C -8.33765 -10.19287 -39.85992
N -8.30154 -10.82849 -37.53956
H -11.86764 -6.77964 -32.33102
H -14.54276 -9.30479 -33.32232
H -12.33232 -7.66063 -29.53568
H -11.01045 -6.27500 -27.99943
H -9.30489 -7.02486 -39.43950
N -10.57187 -1.57566 -39.58194
```

It is found that the relative energy (zero: lowest compared OMol25 entry of this formula, charge and spin) values, taken in the order of the records, are 10.0306 0.6298 0.0000 0.9566 eV.